Record 1
Below is a molecular structure, C41H37F7IN2O6P3STaTe, with properties calculated with wB97M-V/def2-TZVPD.

## Properties
Largest force on an atom   0.6 eV/Å
E_HOMO (alpha / beta)   -12.24 / -12.86 eV
Relative energy (zero: lowest compared OMol25 entry of this formula, charge and spin)   0.0 kcal/mol
Frontier orbital gap (alpha / beta)   0.2339 / 0.2296 hartree
Multiplicity   2
Electronic energy   -133051.8180 eV
Net charge   +2

Geometry (Å):
Ta  0.739  1.644  0.644
I  0.568  -0.657  -2.011
C  -1.079  -1.934  -2.165
C  -2.214  -1.342  -2.644
C  -3.388  -2.096  -2.825
C  -3.386  -3.420  -2.513
C  -2.226  -4.049  -2.002
C  -2.280  -5.423  -1.663
C  -1.204  -6.066  -1.133
C  -0.018  -5.348  -0.918
C  0.091  -4.015  -1.258
P  1.692  -3.287  -0.917
C  2.385  -4.008  0.561
C  1.630  -3.969  1.739
C  2.133  -4.555  2.887
C  3.385  -5.158  2.874
C  4.145  -5.174  1.710
C  3.654  -4.596  0.552
C  2.809  -3.448  -2.294
C  2.465  -4.215  -3.408
C  3.350  -4.310  -4.471
C  4.565  -3.641  -4.427
C  4.903  -2.866  -3.323
C  4.026  -2.763  -2.259
C  -1.023  -3.313  -1.813
H  -2.211  -0.290  -2.895
H  -4.275  -1.616  -3.215
H  -4.278  -4.018  -2.645
H  -3.211  -5.951  -1.825
H  -1.253  -7.113  -0.870
H  0.826  -5.862  -0.477
H  0.650  -3.507  1.741
H  1.542  -4.547  3.794
H  3.769  -5.623  3.773
H  5.115  -5.653  1.700
H  4.238  -4.632  -0.358
H  1.516  -4.735  -3.440
H  3.090  -4.908  -5.334
H  5.252  -3.719  -5.259
H  5.847  -2.338  -3.301
H  4.278  -2.144  -1.405
C  -4.606  6.855  -0.889
C  -3.982  7.013  0.485
C  -5.026  7.097  1.585
C  -4.359  7.409  2.912
C  -3.253  6.430  3.193
C  -2.826  6.204  4.480
C  -1.823  5.272  4.750
F  -1.450  5.100  6.017
C  -1.239  4.530  3.768
C  -1.658  4.739  2.445
C  -1.088  3.967  1.384
O  -0.174  3.082  1.695
C  -1.532  4.186  0.089
C  -2.495  5.164  -0.137
N  -3.028  5.896  0.820
C  -2.649  5.696  2.150
C  -1.028  3.441  -1.096
O  -1.515  3.522  -2.183
O  0.047  2.677  -0.823
H  -5.343  7.647  -1.008
H  -5.124  5.899  -0.987
H  -3.891  6.966  -1.703
H  -3.372  7.920  0.507
H  -5.580  6.155  1.635
H  -5.737  7.879  1.325
H  -5.079  7.384  3.729
H  -3.946  8.422  2.887
H  -3.274  6.741  5.307
H  -0.477  3.798  3.993
H  -2.818  5.335  -1.152
F  2.227  1.384  -0.505
P  3.637  2.941  -2.045
F  2.272  2.833  -2.818
F  4.700  2.699  -0.914
F  3.999  1.522  -2.605
F  2.922  3.958  -1.065
F  4.409  3.891  -2.962
C  5.228  -1.931  3.208
C  4.595  -0.567  3.252
O  3.146  -0.755  3.143
P  2.077  0.376  3.036
O  1.145  0.056  1.830
Te  2.861  2.550  2.482
O  1.139  0.252  4.278
C  1.616  -0.060  5.626
C  2.312  1.117  6.262
H  6.311  -1.826  3.273
H  4.981  -2.440  2.276
H  4.889  -2.546  4.041
H  4.914  0.064  2.423
H  4.800  -0.054  4.192
H  2.258  -0.938  5.557
H  0.711  -0.332  6.162
H  3.235  1.380  5.741
H  2.571  0.863  7.290
H  1.664  1.992  6.278
S  -1.613  0.670  0.748
C  -1.332  -0.968  0.995
N  -1.131  -2.092  1.159

Record 2
Below is 2 unconnected molecules or ions with the total composition CHN3O4 at a distorted geometry, with properties calculated with wB97M-V/def2-TZVPD.

## Properties
Largest force on an atom   4.7 eV/Å
E_HOMO   -8.86 eV
Relative energy (zero: lowest compared OMol25 entry of this formula, charge and spin)   20.1 kcal/mol
Frontier orbital gap   0.3186 hartree
Electronic energy   -13705.9494 eV
SMILES   O=C=[N+]([O-])O.N#[N+][O-]

Geometry (Å):
C  -0.572  -1.436  -0.069
N  2.184  0.908  0.200
N  1.498  0.095  -0.205
N  -1.414  -0.495  -0.068
O  0.035  -2.416  -0.144
O  2.989  1.666  0.543
O  -1.184  0.705  -0.823
O  -2.300  -0.441  0.812
H  -1.236  1.414  -0.246

Record 3
Below is a single C14H20ClN3O2 molecule, with properties calculated with wB97M-V/def2-TZVPD.

## Properties
Largest force on an atom   0.5 eV/Å
E_HOMO   -9.04 eV
Relative energy (zero: lowest compared OMol25 entry of this formula, charge and spin)   1.1 kcal/mol
Frontier orbital gap   0.3558 hartree
Electronic energy   -35932.5970 eV
SMILES   CC(C)C[C@@H](NC(N)=O)C(=O)NCc1ccccc1Cl

Geometry (Å):
C  0.979  2.549  1.922
H  1.445  2.584  2.905
H  0.960  3.559  1.518
H  1.599  1.940  1.270
C  -0.442  2.000  2.028
C  -1.296  2.933  2.884
H  -2.323  2.580  2.923
H  -1.295  3.938  2.469
H  -0.907  2.981  3.899
C  -0.466  0.589  2.629
C  0.116  -0.466  1.695
N  0.285  -1.726  2.401
C  1.152  -2.668  1.935
O  1.903  -2.472  0.995
N  1.115  -3.861  2.601
H  0.685  -3.930  3.506
H  1.861  -4.505  2.399
H  -0.478  -2.010  2.995
H  1.114  -0.180  1.348
C  -0.793  -0.686  0.469
O  -1.977  -0.415  0.461
N  -0.135  -1.234  -0.568
H  0.822  -1.539  -0.431
C  -0.781  -1.540  -1.820
C  -0.311  -0.657  -2.949
C  0.339  0.545  -2.705
C  0.759  1.357  -3.744
C  0.533  0.976  -5.056
C  -0.119  -0.215  -5.324
C  -0.536  -1.017  -4.275
Cl  -1.364  -2.494  -4.639
H  -0.308  -0.524  -6.340
H  0.858  1.603  -5.871
H  1.261  2.287  -3.529
H  0.510  0.847  -1.683
H  -1.857  -1.388  -1.670
H  -0.611  -2.590  -2.078
H  -1.505  0.318  2.831
H  0.089  0.581  3.570
H  -0.882  1.952  1.027

Record 4
Below is 2 unconnected molecules or ions with the total composition C7H11N3O2 at a distorted geometry, with properties calculated with wB97M-V/def2-TZVPD.

## Properties
Largest force on an atom   5.8 eV/Å
E_HOMO   -7.38 eV
Relative energy (zero: lowest compared OMol25 entry of this formula, charge and spin)   91.8 kcal/mol
Frontier orbital gap   0.2945 hartree
Electronic energy   -15998.8763 eV

Geometry (Å):
C  2.512  -0.651  -1.361
C  2.132  0.577  0.463
C  -0.853  -2.433  0.532
C  -0.828  -1.317  1.321
C  -1.626  2.143  -0.021
C  -0.239  -0.065  0.863
C  -1.507  0.846  -0.659
N  1.255  -0.902  -1.010
N  3.105  0.157  -0.374
N  0.984  -0.064  0.099
O  2.374  1.197  1.485
O  -2.647  0.056  -0.666
H  3.013  -1.038  -2.266
H  -1.486  -3.284  0.747
H  -0.544  -2.294  -0.465
H  -1.142  -1.335  2.394
H  -2.191  2.033  0.999
H  -2.276  2.684  -0.750
H  -0.559  2.573  0.049
H  -0.261  0.849  1.382
H  -0.804  0.458  -1.435
H  3.920  0.653  -0.406
H  -2.331  -0.843  -0.921

Record 5
Below is a molecular structure, C24H29Br30ClN2OS at a distorted geometry, with properties calculated with wB97M-V/def2-TZVPD.

## Properties
Largest force on an atom   6.6 eV/Å
E_HOMO   -8.33 eV
Frontier orbital gap   0.2619 hartree
Electronic energy   -2155007.2262 eV

Geometry (Å):
C  -0.799  -2.493  -3.096
O  -0.970  -2.915  -1.721
C  -2.257  -3.527  -1.494
C  -3.432  -2.512  -1.083
C  -3.036  -1.428  0.047
C  -3.683  -1.750  1.528
C  -2.628  -1.120  2.595
C  -2.090  0.303  2.293
C  -1.030  0.936  3.279
C  -0.481  2.420  2.888
C  0.929  2.244  2.121
C  2.173  2.546  3.139
Cl  1.234  0.512  1.507
C  -0.476  0.217  4.547
C  -1.049  -1.219  4.876
N  -0.635  -2.004  6.033
S  -1.588  -3.429  5.770
N  -2.513  -3.183  4.330
C  -2.124  -1.865  3.876
H  0.314  -2.658  -3.377
H  -1.409  -3.085  -3.862
H  -1.001  -1.362  -3.180
H  -2.604  -4.110  -2.424
H  -2.134  -4.280  -0.628
H  -4.373  -3.071  -0.691
H  -3.723  -1.905  -2.027
H  -3.304  -0.350  -0.259
H  -1.885  -1.463  0.196
H  -3.781  -2.872  1.744
H  -4.673  -1.173  1.557
H  -2.440  0.883  1.379
H  -0.397  2.967  3.900
H  -1.274  2.995  2.278
H  0.930  2.932  1.206
H  3.034  1.839  2.844
H  1.899  2.276  4.228
H  2.430  3.657  3.060
H  0.306  0.760  5.176
C  -0.092  2.103  -3.456
Br  1.171  1.398  -2.162
Br  0.608  2.019  -5.264
Br  -1.829  1.250  -3.314
H  -0.236  3.156  -3.219
C  4.333  2.467  -7.617
Br  4.889  4.301  -7.914
Br  2.499  2.171  -8.177
Br  5.551  1.201  -8.440
H  4.370  2.292  -6.542
C  -4.680  -6.449  -0.743
Br  -4.945  -8.358  -0.529
Br  -5.596  -5.763  -2.310
Br  -5.162  -5.469  0.860
H  -3.614  -6.292  -0.904
C  3.638  -2.283  -1.412
Br  4.122  -0.562  -0.662
Br  2.270  -3.169  -0.361
Br  3.134  -2.136  -3.280
H  4.528  -2.910  -1.372
C  -9.359  -3.671  -1.532
Br  -10.957  -2.572  -1.562
Br  -8.915  -4.346  -3.295
Br  -7.861  -2.745  -0.717
H  -9.578  -4.535  -0.905
C  5.710  4.887  2.577
Br  5.268  3.048  2.140
Br  6.540  5.803  1.080
Br  4.174  5.860  3.257
H  6.447  4.855  3.379
C  9.541  4.867  -1.320
Br  9.759  3.555  -2.732
Br  11.249  5.474  -0.629
Br  8.422  6.349  -1.881
H  9.023  4.370  -0.500
C  -5.155  2.835  4.103
Br  -4.571  4.654  3.757
Br  -6.997  2.553  3.559
Br  -3.955  1.527  3.305
H  -5.115  2.688  5.182
C  -1.422  -9.108  -3.401
Br  -1.770  -10.569  -2.173
Br  -1.840  -9.590  -5.233
Br  -2.330  -7.481  -2.860
H  -0.353  -8.905  -3.360
C  7.530  9.606  2.872
Br  6.872  8.194  4.029
Br  9.332  9.247  2.250
Br  6.314  9.956  1.401
H  7.575  10.514  3.472

Record 6
Below is 2 unconnected molecules or ions with the total composition C4H8N2O2 at a distorted geometry, with properties calculated with wB97M-V/def2-TZVPD.

## Properties
Largest force on an atom   4.1 eV/Å
E_HOMO   -8.14 eV
Relative energy (zero: lowest compared OMol25 entry of this formula, charge and spin)   75.5 kcal/mol
Frontier orbital gap   0.3061 hartree
Electronic energy   -11350.8395 eV
SMILES   CC=C(O)O.N=C=N

Geometry (Å):
C  1.940  0.676  -2.285
C  0.418  -0.614  1.206
C  -1.652  -0.901  -0.231
C  -0.242  -1.196  0.200
N  2.685  -0.033  -2.890
N  1.167  1.382  -1.718
O  1.605  -1.065  1.597
O  -0.153  0.396  1.982
H  -1.705  -0.471  -1.191
H  -2.049  -0.111  0.488
H  -2.302  -1.819  -0.322
H  0.375  -1.851  -0.397
H  2.218  -0.273  1.896
H  2.997  -0.972  -2.783
H  1.383  2.260  -1.301
H  0.514  0.711  2.667

Question: Which of these has the lowest largest force on an atom?
Answer: C14H20ClN3O2

Question: Which value of electronic energy does entry 6 give?
Answer: -11350.8395 eV